# C3H7NO2

One molecule with the formula C3H7NO2 in a non-equilibrium geometry (ωB97M-V/def2-TZVPD, the OMol25 dataset).

Its energy relative to the best compared isomer or geometry (same formula, charge and spin) is 5.1 kcal/mol. The LUMO energy is 0.850 eV. The calculation puts the HOMO-LUMO gap at 10.883 eV. The charge is 0. The total energy comes out at -323.772842 Eh. The SMILES is CCNC(=O)O.

Structure (XYZ):
```
13
Properties=species:S:1:pos:R:3:nbo_charge:R:1
C -0.376 -1.439 0.953 -0.629
C -0.984 -0.192 0.314 -0.224
N -0.213 0.363 -0.784 -0.632
C 0.816 1.191 -0.522 0.876
O 1.124 1.669 0.533 -0.642
O 1.501 1.499 -1.681 -0.706
H -0.697 -1.581 1.978 0.218
H -0.511 -2.361 0.387 0.202
H 0.724 -1.430 0.922 0.217
H -1.966 -0.453 -0.081 0.196
H -1.059 0.554 1.100 0.223
H -0.310 -0.120 -1.671 0.408
H 1.951 2.301 -1.451 0.492
```